No. 1
Here is the molecule C2H3OP from the Open Molecules 2025 dataset. Energies are from wB97M-V/def2-TZVPD.

Structure (ORCA input):
```
! RIJCOSX wB97M-V def2-TZVPD def2/J DEFGRID3
* xyz 0 1
O 1.436 1.710 1.223
C 0.901 0.758 0.865
C 0.322 0.191 -0.333
P 0.665 -1.014 1.045
H -0.543 0.676 -0.732
H 0.933 0.134 -1.152
H -0.567 -0.941 1.825
*
```

Computed properties:
Structure (SMILES)   O=C1CP1
Electronic energy   -13456.3815 eV
Orbital gap   9.599 eV
Energy relative to the best compared isomer or geometry (same formula, charge and spin)   132.9 kJ/mol

***

No. 2
Here is a structure of composition C11H10BrF3NbO3S from the Open Molecules 2025 dataset. Energies are from wB97M-V/def2-TZVPD.

Structure (ORCA input):
```
! RIJCOSX wB97M-V def2-TZVPD def2/J DEFGRID3
* xyz 1 1
C -1.769 2.135 0.440
C -1.519 1.522 1.675
C -0.124 1.582 1.910
H -2.243 1.046 2.311
C 0.475 2.252 0.827
C -0.528 2.564 -0.102
H -0.379 3.053 -1.048
H -2.732 2.249 -0.025
H 0.394 1.147 2.743
H 1.525 2.429 0.702
Nb -0.499 0.261 0.062
Br -0.609 -1.483 1.931
C -0.453 -1.433 -1.497
C -0.360 -0.193 -2.174
C -1.559 0.500 -1.957
H 0.497 0.165 -2.714
C -2.392 -0.302 -1.131
C -1.716 -1.505 -0.883
H -2.072 -2.313 -0.274
H 0.326 -2.169 -1.419
H -1.802 1.475 -2.339
H -3.370 -0.044 -0.767
F 3.775 -3.034 1.027
C 2.658 -2.599 0.340
F 2.834 -2.858 -1.006
F 1.549 -3.280 0.798
S 2.460 -0.805 0.587
O 2.232 -0.367 2.039
O 3.865 -0.212 0.399
O 1.536 0.218 -0.456
*
```

Computed properties:
Electronic energy   -108284.0800 eV
Orbital gap   7.092 eV

***

No. 3
Here is a structure of composition C26H45N9S2Ti from the Open Molecules 2025 dataset. Energies are from wB97M-V/def2-TZVPD.

Structure (ORCA input):
```
! RIJCOSX wB97M-V def2-TZVPD def2/J DEFGRID3
* xyz 1 2
Ti -0.147 -0.018 -0.186
N 1.750 -0.786 -1.255
C 2.960 0.012 -1.027
C 2.562 1.467 -0.940
N 1.638 1.656 0.207
C 2.410 1.969 1.441
C 2.061 1.174 2.678
N 0.795 1.624 3.253
H 1.431 -0.706 -2.215
H 1.911 -1.760 -1.054
H 3.409 -0.307 -0.080
H 3.708 -0.134 -1.809
H 3.445 2.102 -0.831
H 2.052 1.768 -1.854
H 1.062 2.459 -0.020
H 3.465 1.794 1.225
H 2.323 3.037 1.665
H 1.983 0.119 2.408
H 2.903 1.266 3.374
H 0.540 1.061 4.054
H 0.912 2.566 3.615
C -1.105 3.294 1.047
N -2.013 2.394 0.356
C -2.821 3.028 -0.679
C -2.556 1.312 1.021
N -1.781 0.267 1.184
C -2.035 -0.852 2.029
C -3.145 -1.030 2.861
C -3.385 -2.223 3.521
C -2.540 -3.299 3.322
C -1.405 -3.123 2.554
C -1.086 -1.894 1.975
N 0.126 -1.718 1.269
C 1.158 -2.434 1.705
N 2.002 -3.004 0.796
C 3.425 -3.195 1.037
C 1.437 -3.826 -0.277
N 1.431 -2.622 3.018
C 1.973 -3.877 3.526
C 0.890 -1.759 4.054
N -3.848 1.343 1.465
C -4.462 2.600 1.863
C -4.786 0.384 0.864
H -1.646 4.102 1.555
H -0.445 3.768 0.314
H -0.519 2.731 1.775
H -2.135 3.429 -1.426
H -3.444 3.843 -0.303
H -3.432 2.282 -1.184
H -3.835 -0.221 3.015
H -4.261 -2.312 4.150
H -2.756 -4.266 3.757
H -0.734 -3.961 2.401
H 3.755 -2.557 1.854
H 3.972 -2.914 0.134
H 3.680 -4.232 1.267
H 0.423 -3.509 -0.502
H 1.442 -4.880 0.014
H 2.042 -3.732 -1.181
H 2.064 -4.607 2.729
H 1.281 -4.274 4.271
H 2.947 -3.735 3.998
H 0.369 -0.927 3.601
H 1.703 -1.400 4.689
H 0.175 -2.310 4.668
H -3.737 3.226 2.380
H -5.262 2.367 2.568
H -4.903 3.152 1.031
H -4.255 -0.507 0.535
H -5.273 0.842 -0.001
H -5.550 0.095 1.587
S -0.404 1.233 -2.268
C -1.899 0.572 -2.932
C -2.639 1.301 -3.861
C -3.801 0.777 -4.406
C -4.234 -0.488 -4.027
C -3.503 -1.222 -3.106
C -2.334 -0.703 -2.550
S -1.426 -1.649 -1.369
H -2.291 2.283 -4.159
H -4.364 1.351 -5.130
H -5.137 -0.905 -4.452
H -3.834 -2.210 -2.809
*
```

Computed properties:
Electronic energy   -85886.9036 eV
Orbital gap (spin up / spin down)   7.283 / 7.350 eV
Energy relative to the best compared isomer or geometry (same formula, charge and spin)   126.3 kJ/mol